(1)
{
  "formula": "C29H27ClN2O5S",
  "method": "wB97M-V/def2-TZVPD",
  "smiles": "COc1ccc(OC)c(NC(=O)c2ccc(CN(c3cc(Cl)ccc3C)S(=O)(=O)c3ccccc3)cc2)c1",
  "relative_energy_kcal_mol": 5.72,
  "charge": 0,
  "gap_ev": 7.933,
  "elements": ["C", "O", "C", "C", "C", "C", "O", "C", "C", "N", "C", "O", "C", "C", "C", "C", "C", "N", "C", "C", "C", "Cl", "C", "C", "C", "C", "S", "O", "O", "C", "C", "C", "C", "C", "C", "C", "C", "C", "H", "H", "H", "H", "H", "H", "H", "H", "H", "H", "H", "H", "H", "H", "H", "H", "H", "H", "H", "H", "H", "H", "H", "H", "H", "H", "H"],
  "coordinates": [[-1.51376, 3.08209, 0.72911], [-0.41505, 3.96723, 0.68160], [0.22476, 4.14230, -0.50272], [1.20520, 5.13206, -0.52348], [1.87427, 5.44404, -1.69144], [1.58311, 4.76864, -2.86625], [2.16023, 5.01445, -4.08944], [3.09914, 6.05609, -4.17938], [0.62266, 3.74402, -2.84475], [0.32713, 3.12183, -4.06173], [-0.06296, 1.85076, -4.34828], [-0.49109, 1.57573, -5.45477], [0.13409, 0.80041, -3.31025], [1.29638, 0.74119, -2.54874], [1.51809, -0.33048, -1.70496], [0.58959, -1.35819, -1.61002], [0.82136, -2.51466, -0.68114], [-0.07516, -2.40407, 0.46914], [-0.05463, -3.51299, 1.35303], [0.93313, -3.61627, 2.32521], [0.89204, -4.65733, 3.23415], [2.09093, -4.75053, 4.47156], [-0.10801, -5.61412, 3.16817], [-1.06963, -5.51362, 2.18043], [-1.06957, -4.46846, 1.26479], [-2.12762, -4.36861, 0.21107], [0.09533, -0.90806, 1.25668], [-0.66847, 0.04515, 0.50630], [1.47853, -0.61023, 1.49682], [-0.74985, -1.22023, 2.80493], [-0.05973, -1.15781, 3.99926], [-0.72701, -1.44203, 5.17943], [-2.07002, -1.78195, 5.14753], [-2.75635, -1.82285, 3.94340], [-2.09372, -1.53670, 2.76201], [-0.57177, -1.29664, -2.37006], [-0.79423, -0.23196, -3.21937], [-0.05638, 3.44162, -1.67163], [-1.90615, 3.16320, 1.74189], [-1.21293, 2.04924, 0.53808], [-2.28907, 3.38149, 0.01640], [1.42116, 5.66271, 0.38933], [2.61930, 6.22299, -1.67295], [3.40323, 6.08782, -5.22463], [3.97677, 5.86215, -3.55443], [2.65981, 7.01934, -3.90011], [0.41681, 3.72573, -4.87129], [2.03540, 1.52429, -2.62696], [2.41707, -0.36707, -1.10839], [1.86728, -2.52657, -0.34523], [0.59514, -3.46368, -1.17727], [1.71327, -2.87220, 2.36747], [-0.13145, -6.42317, 3.88060], [-1.84896, -6.25912, 2.12482], [-2.18797, -3.34862, -0.15820], [-3.09296, -4.67433, 0.60777], [-1.88598, -5.02375, -0.62612], [0.98446, -0.88812, 3.98673], [-0.19930, -1.40200, 6.11987], [-2.58725, -2.01049, 6.06730], [-3.80520, -2.07680, 3.92638], [-2.59737, -1.54952, 1.80907], [-1.29717, -2.09381, -2.29960], [-1.68328, -0.18780, -3.83057], [-0.79565, 2.65826, -1.68614]],
  "nbo_charge": [-0.27, -0.49, 0.31, -0.25, -0.27, 0.22, -0.51, -0.25, 0.20, -0.63, 0.66, -0.60, -0.15, -0.18, -0.15, -0.04, -0.24, -0.68, 0.12, -0.20, -0.06, 0.01, -0.22, -0.18, -0.01, -0.64, 2.31, -0.94, -0.94, -0.34, -0.19, -0.20, -0.19, -0.23, -0.13, -0.20, -0.16, -0.33, 0.19, 0.22, 0.17, 0.22, 0.22, 0.20, 0.18, 0.18, 0.42, 0.22, 0.22, 0.21, 0.22, 0.24, 0.23, 0.22, 0.23, 0.22, 0.23, 0.25, 0.22, 0.22, 0.22, 0.23, 0.21, 0.23, 0.24]
}

(2)
{
  "formula": "C29H27ClN4O6PS5V",
  "method": "wB97M-V/def2-TZVPD",
  "multiplicity": 2,
  "charge": -1,
  "gap_ev": [4.832, 5.744],
  "elements": ["V", "Cl", "C", "C", "C", "C", "O", "C", "C", "N", "C", "C", "C", "C", "C", "C", "C", "C", "N", "C", "C", "H", "H", "H", "H", "H", "H", "H", "H", "H", "H", "S", "C", "S", "C", "C", "S", "S", "S", "C", "O", "P", "O", "C", "O", "C", "H", "H", "H", "H", "H", "H", "H", "H", "H", "O", "C", "N", "C", "O", "C", "C", "C", "C", "N", "C", "H", "H", "H", "H", "H", "H", "H", "H"],
  "coordinates": [[0.42602, -0.45490, -0.94447], [3.94364, -5.67326, 2.83817], [2.96218, -4.61833, 1.84850], [2.18035, -5.17081, 0.83399], [1.39688, -4.34296, 0.05818], [1.38389, -2.96133, 0.27847], [0.61058, -2.18590, -0.44810], [2.18705, -2.40921, 1.28848], [2.20622, -0.99517, 1.53527], [1.57735, -0.07228, 0.83889], [1.66005, 1.23895, 1.26157], [2.23073, 1.70023, 2.47085], [2.27092, 3.06166, 2.74521], [1.75935, 4.00347, 1.86874], [1.14352, 3.58415, 0.66329], [0.58142, 4.45844, -0.27729], [-0.01601, 3.94746, -1.41809], [-0.09518, 2.58044, -1.58945], [0.40474, 1.70496, -0.70012], [1.07780, 2.18882, 0.37758], [2.97216, -3.26452, 2.07741], [2.19839, -6.23835, 0.66260], [0.78452, -4.72453, -0.74880], [2.83035, -0.68508, 2.36623], [2.63177, 1.01408, 3.20082], [2.71691, 3.39016, 3.67707], [1.81815, 5.06199, 2.09055], [0.62498, 5.52658, -0.10164], [-0.44100, 4.60152, -2.16705], [-0.59339, 2.16672, -2.45193], [3.58759, -2.84883, 2.86583], [4.25780, -2.42149, -7.26578], [3.33247, -2.13352, -5.92519], [1.85483, -2.94751, -5.57107], [1.42771, -2.12876, -4.07196], [2.33405, -1.21065, -3.66686], [2.29601, -0.19457, -2.24522], [3.72944, -0.98501, -4.71137], [-0.06614, -2.55617, -3.33276], [-3.51133, -2.02920, -3.18219], [-2.58977, -1.52656, -2.21153], [-1.64323, -0.26467, -2.54277], [-1.75053, -0.02533, -4.12589], [-0.56723, 0.24171, -4.89426], [-2.73104, 0.95566, -2.26579], [-3.32449, 1.21445, -1.00909], [-4.05348, -2.84100, -2.70173], [-2.96622, -2.40701, -4.04649], [-4.20946, -1.25037, -3.49358], [-0.31590, -0.63136, -5.49129], [0.28125, 0.48912, -4.25443], [-0.80040, 1.09056, -5.53604], [-3.65065, 0.29512, -0.51626], [-4.19472, 1.84464, -1.19270], [-2.64069, 1.75691, -0.35377], [-0.13966, 2.65845, 5.90677], [-0.78196, 3.17223, 4.74141], [-0.93922, 2.12785, 3.78593], [-2.03756, 1.31983, 3.78337], [-2.96637, 1.43783, 4.55981], [-2.02142, 0.24865, 2.73330], [-2.66904, -0.95888, 2.94955], [-2.59937, -1.92960, 1.96720], [-1.87463, -1.67240, 0.81317], [-1.27209, -0.50177, 0.58638], [-1.37192, 0.43805, 1.52692], [0.18573, 3.40185, 6.42291], [-0.16960, 3.95256, 4.28621], [-1.77392, 3.55140, 4.99040], [-0.12077, 1.86083, 3.25264], [-3.20723, -1.11340, 3.87598], [-3.08118, -2.88917, 2.09174], [-1.75687, -2.41573, 0.03730], [-0.92316, 1.39225, 1.29626]],
  "lowdin_spin": [-0.02, 0.00, 0.00, 0.05, 0.00, 0.04, 0.02, 0.01, 0.19, 0.00, 0.08, 0.12, 0.02, 0.13, 0.00, 0.11, 0.03, 0.09, 0.04, -0.01, 0.04, 0.00, 0.00, 0.01, 0.01, 0.00, 0.01, 0.00, 0.00, 0.01, 0.00, 0.00, 0.00, 0.00, 0.00, 0.00, 0.00, 0.00, 0.00, 0.00, 0.00, 0.00, 0.00, 0.00, 0.00, 0.00, 0.00, 0.00, 0.00, 0.00, 0.00, 0.00, 0.00, 0.00, 0.00, 0.00, 0.00, 0.00, 0.00, 0.00, 0.00, 0.00, 0.00, 0.00, 0.00, 0.00, 0.00, 0.00, 0.00, 0.00, 0.00, 0.00, 0.00, 0.00]
}

Among the records above, which one has the lowest charge? C29H27ClN4O6PS5V